A structure of composition C22H33CoIN. Source: the Open Molecules 2025 dataset; level of theory: wB97M-V/def2-TZVPD.

XYZ file:
```
58
Properties=species:S:1:pos:R:3:forces:R:3
Co -0.59691 0.35343 -0.60970 -0.2 0.4 -0.2
C -1.33612 0.50242 1.28107 0.1 0.0 0.0
C 0.10502 0.57663 1.27005 0.0 -0.1 0.1
C 0.58306 -0.69822 0.72091 0.0 0.0 0.0
C -0.59144 -1.40442 0.33409 0.1 -0.1 -0.1
C -1.77774 -0.69556 0.71650 -0.1 0.1 0.1
C -3.18517 -1.10025 0.38923 0.0 0.0 0.0
C -3.55264 -2.24329 1.35342 0.0 0.0 0.0
C -3.23469 -1.59833 -1.06356 0.0 0.0 0.0
C -4.14622 0.07495 0.57120 0.0 0.0 0.0
C 1.96580 -1.31866 0.55211 0.0 0.0 0.0
C 2.65270 -1.31653 1.93086 0.0 0.0 0.0
C 1.82325 -2.78765 0.12338 0.0 0.0 0.0
C 2.83336 -0.62899 -0.51262 0.0 0.0 0.0
C 0.77804 1.82453 1.81430 0.0 0.0 0.0
C 0.88833 1.60176 3.33939 0.0 0.0 0.0
C -0.13196 3.04412 1.56828 0.0 0.0 0.0
C 2.14870 2.16234 1.22895 0.0 0.0 0.0
H -1.98032 1.31664 1.56888 0.0 0.0 0.0
H -0.58791 -2.34980 -0.18344 0.0 0.0 0.0
H -2.88389 -3.09800 1.23960 0.0 0.0 0.0
H -4.56621 -2.57828 1.13248 0.0 0.0 0.0
H -3.52424 -1.91141 2.39157 0.0 0.0 0.0
H -2.64066 -2.49977 -1.21742 0.0 0.0 0.0
H -2.90353 -0.82768 -1.77254 0.0 0.0 0.0
H -4.26378 -1.83906 -1.32803 0.0 0.0 0.0
H -4.17486 0.41804 1.60639 0.0 0.0 0.0
H -5.15513 -0.23716 0.30582 0.0 0.0 0.0
H -3.88767 0.92055 -0.07311 0.0 0.0 0.0
H 2.02861 -1.80232 2.68325 0.0 0.0 0.0
H 2.90597 -0.32107 2.28143 0.0 0.0 0.0
H 3.57961 -1.88438 1.85527 0.0 0.0 0.0
H 1.23839 -3.37122 0.83666 0.0 0.0 0.0
H 2.81658 -3.23109 0.07721 0.0 0.0 0.0
H 1.38575 -2.89064 -0.87234 0.0 0.0 0.0
H 2.93842 0.44074 -0.37283 0.0 0.0 0.0
H 2.43136 -0.81203 -1.50997 0.0 0.0 0.0
H 3.83036 -1.06815 -0.47844 0.0 0.0 0.0
H -0.08840 1.40939 3.78579 0.0 0.0 0.0
H 1.28971 2.51001 3.79004 0.0 0.0 0.0
H 1.55245 0.77660 3.58830 0.0 0.0 0.0
H -1.04487 3.02335 2.16153 0.0 0.0 0.0
H -0.40403 3.15472 0.51140 0.0 0.0 0.0
H 0.40598 3.94689 1.85212 0.0 0.0 0.0
H 2.90401 1.41130 1.43157 0.0 0.0 0.0
H 2.49175 3.08997 1.68570 0.0 0.0 0.0
H 2.10126 2.33311 0.15095 0.0 0.0 0.0
I 0.89618 -1.66107 -5.89653 0.0 0.0 0.0
C 0.80796 -0.11139 -4.52686 0.0 0.0 0.0
C 1.21065 1.18136 -4.85120 0.0 0.0 0.0
C 1.13519 2.18255 -3.89401 0.0 0.0 0.0
C 0.66272 1.87311 -2.63676 0.0 0.0 0.0
N 0.27005 0.62441 -2.32043 0.0 -0.2 0.1
C 0.34415 -0.34969 -3.24597 0.0 0.0 0.0
H 1.58276 1.40320 -5.84294 0.0 0.0 0.0
H 1.44412 3.19339 -4.11905 0.0 0.0 0.0
H 0.59938 2.62576 -1.85922 0.0 0.0 0.0
H 0.02677 -1.33916 -2.94271 0.0 0.0 0.0
```
Positions in Å, forces in eV/Å.

Properties
Net charge: +2
HOMO-LUMO gap (spin up / spin down), eV: 6.331 / 6.050
HOMO level (spin up / spin down), eV: -14.9 / -14.9
E_LUMO (spin up / spin down), eV: -8.6 / -8.9
Largest force on an atom, eV Å⁻¹: 0.5
ΔE to the lowest compared entry with this formula, charge and spin, kcal per mole: 0.0


A structure of composition C23H57F8N19NbO16S in a non-equilibrium geometry. Source: the Open Molecules 2025 dataset; level of theory: wB97M-V/def2-TZVPD.

XYZ file:
```
125
Properties=species:S:1:pos:R:3:forces:R:3
C -0.42071 2.09241 -4.20211 -0.3 -0.2 -0.2
C 0.41505 0.86984 -4.20890 0.5 -0.2 -0.3
O 1.21000 0.60925 -5.07692 0.0 -0.1 0.1
O 0.23256 0.01610 -3.15833 -0.2 0.2 0.3
C -0.68723 -1.04794 -3.47814 0.3 -0.3 -0.3
C -0.81120 -1.98295 -2.28519 -0.8 1.1 -0.7
Nb -2.23309 -1.61649 -0.55074 1.1 -2.9 1.5
N -2.44420 -3.65811 -0.29644 0.6 1.7 0.6
C -3.92764 -1.11331 0.83791 -0.5 0.2 -1.1
C -4.84672 -2.27270 1.20501 -0.3 0.4 -0.2
F -4.49767 -2.80432 2.45118 0.2 -0.3 0.1
C -0.54057 -1.72306 0.91156 -0.5 0.5 -0.5
C -0.84476 -1.95033 2.36686 0.4 0.1 0.1
F -1.36187 -3.24157 2.56846 -0.2 -0.1 0.1
C -1.99162 0.69979 -0.67260 0.6 0.0 0.7
O -2.23258 1.30803 -1.68369 -0.1 -0.1 -0.2
C -1.60753 1.65656 0.54709 -0.4 0.3 -0.5
F -2.60626 2.58095 0.65100 0.0 0.0 0.1
F -1.55802 0.99650 1.72702 0.1 0.0 0.1
C -0.32437 2.50120 0.40582 0.1 0.0 0.6
F -0.29378 3.13724 -0.77303 -0.1 0.0 -0.1
F -0.34527 3.46159 1.38493 0.0 0.0 0.0
C 1.03924 1.80570 0.59858 0.1 0.7 -0.1
F 1.08822 1.15248 1.77871 -0.1 -0.2 -0.1
F 1.28194 0.94418 -0.39921 -0.1 -0.2 0.0
C 2.16912 2.87112 0.57497 0.2 0.2 -0.2
O 2.60298 3.29284 -0.45505 0.1 -0.2 0.0
O 2.60474 3.21755 1.78920 -0.3 -0.8 0.0
S -4.12916 -1.72757 -2.36177 -0.6 0.4 -0.7
C -3.94664 -3.22014 -3.32003 0.1 0.0 -0.1
O -4.09890 -0.62882 -3.33799 0.2 0.0 -0.2
O -5.45626 -1.88790 -1.72101 -0.5 -0.4 0.2
H -0.31378 2.66687 -3.29632 0.1 0.1 0.3
H -1.46168 1.78462 -4.24774 -0.3 0.0 0.1
H -0.19640 2.69772 -5.06304 0.1 0.2 -0.1
H -0.25924 -1.58755 -4.32431 0.1 -0.1 -0.2
H -1.63582 -0.63022 -3.81402 -0.2 0.1 0.2
H -0.99705 -2.96937 -2.70672 -0.3 -0.3 0.2
H 0.18342 -2.03644 -1.84082 0.1 0.0 0.4
H -2.64092 -3.92976 0.66581 -0.2 -0.2 -0.1
H -1.59611 -4.14803 -0.56685 -0.1 -0.2 -0.2
H -4.56676 -0.39530 0.32433 -0.1 0.2 0.0
H -3.61156 -0.61957 1.75629 0.4 0.0 0.1
H -5.87082 -1.91593 1.29454 -0.2 0.0 0.2
H -4.86507 -3.06405 0.46513 0.2 -0.3 0.0
H 0.13101 -2.51818 0.59730 0.2 -0.2 -0.1
H 0.03185 -0.80360 0.85062 0.2 0.1 0.0
H -1.52152 -1.22031 2.80185 -0.4 -0.1 -0.1
H 0.08176 -1.90617 2.92402 0.1 -0.1 0.2
H 3.57789 3.26615 1.79713 0.1 0.8 0.3
H -4.19717 -4.08830 -2.72569 0.0 0.0 0.1
H -4.60019 -3.11133 -4.17884 -0.3 0.1 -0.1
H -2.93335 -3.29453 -3.69598 0.2 0.0 0.0
C 1.71766 1.96229 5.82344 -0.1 0.0 -0.1
O 1.56990 1.79802 7.02597 0.0 0.0 0.0
N 2.45086 3.00240 5.31466 0.0 -0.1 -0.1
N 1.17445 1.12819 4.88997 0.1 0.1 0.1
H 2.59880 3.15405 4.33107 0.0 0.0 0.0
H 2.86037 3.63699 5.97154 0.0 0.0 0.0
H 0.62921 0.35422 5.21781 0.0 0.0 0.0
H 1.28876 1.26140 3.90208 0.0 0.0 0.0
C -0.30545 6.07205 -4.33917 0.0 0.0 0.2
O -0.70200 4.96238 -4.62730 -0.1 0.2 -0.2
N 0.04533 7.00173 -5.28897 0.0 0.0 0.0
N -0.17350 6.48265 -3.03839 0.0 0.0 -0.1
H 0.37646 7.92065 -5.06979 0.0 0.0 0.0
H -0.04033 6.72590 -6.24811 0.0 0.0 0.0
H -0.42011 5.82102 -2.32502 0.0 0.0 0.0
H 0.15403 7.39058 -2.77306 0.0 0.0 0.0
C -4.06258 -7.34575 -2.06014 0.0 0.0 0.2
O -4.09567 -6.14820 -2.27980 -0.1 -0.2 -0.1
N -3.10393 -7.91572 -1.27404 -0.1 -0.1 -0.1
N -4.99601 -8.21062 -2.57424 0.1 0.0 0.0
H -3.03821 -8.89565 -1.05716 0.1 0.0 0.1
H -2.41550 -7.29531 -0.89333 0.0 0.1 -0.1
H -5.71789 -7.81597 -3.14661 0.0 0.0 0.0
H -4.98740 -9.19652 -2.39927 0.0 0.0 0.0
C -2.04726 -10.22841 1.46038 -0.1 0.1 0.1
O -2.08216 -10.22137 0.23931 0.0 -0.1 0.0
N -2.00486 -11.39361 2.17626 0.0 0.0 0.0
N -2.05152 -9.08115 2.19721 0.1 -0.1 -0.1
H -1.97762 -11.42645 3.17678 0.0 0.0 0.0
H -2.00231 -12.25025 1.65693 0.0 0.0 0.0
H -2.09588 -8.21080 1.70038 0.0 0.0 0.0
H -2.02816 -9.06562 3.19845 0.0 0.0 0.0
C 5.80456 4.08888 3.67516 0.1 0.0 0.0
O 4.71103 3.75618 3.22881 0.0 -0.1 -0.1
N 6.33647 3.47450 4.77292 0.0 0.0 -0.1
N 6.53195 5.07753 3.10344 0.0 0.0 0.5
H 7.22114 3.72446 5.17042 0.0 0.0 0.0
H 5.79257 2.74600 5.19876 -0.1 0.0 0.0
H 6.15822 5.50493 2.27729 0.2 -0.2 -0.3
H 7.42906 5.37193 3.43827 0.0 0.0 0.0
C -8.82657 -3.86037 -2.52411 0.1 0.0 0.1
O -9.88612 -4.32832 -2.92566 0.0 0.0 0.0
N -8.25539 -4.24496 -1.33900 0.0 0.0 0.0
N -8.10896 -2.92596 -3.19776 0.1 0.1 -0.1
H -7.38401 -3.86487 -1.01105 0.0 0.0 -0.1
H -8.73639 -4.93341 -0.79515 0.0 0.0 0.0
H -8.46320 -2.59907 -4.07499 -0.1 0.0 0.0
H -7.23609 -2.56043 -2.84291 0.1 0.1 0.1
C 7.12111 4.95628 -0.72356 -0.1 -0.1 -0.2
O 6.55949 5.40499 0.26699 0.0 0.2 0.1
N 8.02500 3.93660 -0.63683 0.0 0.1 0.0
N 6.87614 5.43763 -1.97003 0.1 0.0 0.1
H 8.49247 3.54456 -1.43127 0.0 0.0 0.0
H 8.20946 3.56354 0.27454 0.0 0.0 0.0
H 6.20745 6.18116 -2.05185 0.0 0.0 0.0
H 7.31405 5.08131 -2.79739 0.0 0.0 0.0
C 5.18785 9.21966 1.01474 -0.1 -0.1 0.1
O 6.13058 9.73369 0.43634 0.0 0.0 0.0
N 4.07265 9.93798 1.36798 0.0 0.0 0.0
N 5.16178 7.89881 1.35426 0.1 0.1 0.1
H 3.28531 9.53838 1.84103 0.0 0.0 0.0
H 4.06081 10.91081 1.13059 0.0 0.0 0.0
H 5.95150 7.33213 1.09533 -0.1 0.0 -0.3
H 4.38846 7.46432 1.82206 0.0 0.0 -0.1
C 3.35035 -1.88634 2.47281 0.1 0.0 -0.1
O 2.13902 -1.88254 2.56279 0.3 0.0 0.1
N 4.13154 -2.82985 3.09171 0.0 0.1 0.0
N 4.02626 -0.95046 1.73642 0.0 0.0 0.1
H 5.13008 -2.85357 3.02469 0.0 0.0 0.0
H 3.65812 -3.52864 3.63148 0.0 0.0 0.0
H 3.47258 -0.26055 1.26377 0.0 0.0 0.0
H 5.02244 -0.93157 1.63940 0.0 0.0 0.0
```
Positions in Å, forces in eV/Å.

Properties
Net charge: -1
HOMO-LUMO gap, eV: 6.228
HOMO level, eV: -5.0
E_LUMO, eV: 1.2
Largest force on an atom, eV Å⁻¹: 3.4


A cluster of 2 separate species, C15H22IN4 in total in a non-equilibrium geometry. Source: the Open Molecules 2025 dataset; level of theory: wB97M-V/def2-TZVPD.

XYZ file:
```
42
Properties=species:S:1:pos:R:3:forces:R:3
C 0.24273 -4.49780 2.26824 -0.3 0.1 -0.3
C 1.14151 -4.30475 1.50271 0.5 0.3 -0.2
C 2.17100 -3.91524 0.51153 -0.6 -0.5 0.8
N 1.47549 -3.82733 -0.79943 0.8 0.4 0.3
C 0.71526 -2.82630 -1.03873 -0.3 2.2 -1.3
N -0.04160 -2.69995 -2.22213 -0.9 -1.8 -1.3
C 0.45436 -1.75901 -3.16879 0.5 0.9 0.3
C -0.19551 -0.64767 -3.51735 -0.7 0.1 -0.2
C -1.37411 -2.43260 -1.63005 0.9 -0.8 0.7
C -1.00541 -1.57657 -0.34097 -0.9 -1.3 -0.4
N 0.44679 -1.74851 -0.18545 0.1 -0.5 -0.2
C 1.31683 -0.56913 -0.31540 0.9 0.6 0.5
C 1.60552 0.22057 0.99056 -1.0 0.9 -0.2
C 0.51527 1.32344 1.26664 0.6 -1.3 0.8
I 1.72921 -0.97663 2.77298 0.3 0.1 -0.3
H -0.63747 -4.59229 2.86597 0.2 -0.2 0.1
H 2.58674 -2.93470 0.75457 -0.1 -0.1 0.0
H 2.99251 -4.63454 0.50347 -0.2 0.0 -0.4
H 1.55883 -4.54753 -1.50968 0.0 0.0 0.1
H 1.42229 -1.90646 -3.65221 0.3 -0.2 1.2
H -1.28192 -0.62749 -3.60850 0.1 0.4 1.0
H 0.33486 0.27685 -3.73587 0.1 -0.6 -1.2
H -1.67977 -3.44374 -1.33061 -0.4 0.4 0.1
H -2.13767 -2.03353 -2.29113 0.4 0.2 -0.1
H -1.40573 -0.57132 -0.47374 0.6 0.1 0.5
H -1.42815 -2.15601 0.48635 -0.4 0.9 0.1
H 2.28726 -0.82649 -0.76689 -0.3 -0.4 0.1
H 0.86480 0.15596 -1.00915 0.0 -0.3 0.1
H 2.56226 0.74088 0.88519 -0.1 -0.4 0.0
H -0.00588 1.62576 0.35362 0.2 0.2 0.2
H 0.99697 2.14397 1.80476 -0.3 0.1 -0.4
H -0.18237 0.87087 1.98266 -0.3 0.4 -0.4
N -1.23344 4.79061 0.29860 0.0 0.0 0.1
C -0.95200 6.06712 0.70654 0.0 0.0 -0.1
C -1.57610 6.27243 1.90717 0.0 0.0 0.0
C -2.25819 5.07231 2.24165 0.0 -0.1 0.0
C -2.02642 4.17649 1.23313 0.0 -0.1 -0.1
H -0.90896 4.37165 -0.55235 0.0 0.1 0.0
H -0.33536 6.71598 0.10787 0.0 0.0 0.0
H -1.54730 7.18204 2.48349 0.0 0.0 0.0
H -2.85077 4.88896 3.12264 0.0 0.0 0.0
H -2.35636 3.15973 1.09807 0.0 0.0 0.0
```
Positions in Å, forces in eV/Å.

Properties
Net charge: +1
HOMO-LUMO gap, eV: 6.105
HOMO level, eV: -10.1
E_LUMO, eV: -4.0
Largest force on an atom, eV Å⁻¹: 2.6
ΔE to the lowest compared entry with this formula, charge and spin, kcal per mole: 130.9


The ion C8H16N3 with charge +1 in a non-equilibrium geometry. Source: the Open Molecules 2025 dataset; level of theory: wB97M-V/def2-TZVPD.

XYZ file:
```
27
Properties=species:S:1:pos:R:3:forces:R:3
C -2.62639 -0.78433 0.68681 0.9 -1.1 0.1
C -1.36800 -1.32803 0.86055 -2.4 0.7 0.4
C -1.18624 0.41825 -0.44927 0.0 -1.4 2.4
C 1.28692 -1.77626 -0.88960 -2.1 2.0 -0.9
C -3.43910 1.23530 -0.65136 -0.2 0.4 -1.7
C 1.52735 1.23273 1.32388 0.6 1.8 -1.0
C 2.90558 0.51194 -0.52506 0.1 -1.7 0.9
C 0.96748 -0.77843 0.20415 0.1 0.2 0.4
N -2.49015 0.27209 -0.13500 2.0 1.2 -1.3
N -0.49419 -0.49124 0.26297 -0.2 -1.1 -1.2
N 1.54899 0.53091 0.03720 0.2 -1.3 -0.2
H -3.55912 -1.12082 1.06224 -0.6 -0.2 0.1
H -1.21445 -2.28309 1.30355 0.8 -0.2 0.5
H -0.68603 1.18574 -0.94768 0.3 1.1 -0.9
H 1.55403 -1.10994 -1.71324 -0.2 -0.7 -0.5
H 0.38572 -2.35992 -1.11619 0.4 0.0 -0.1
H 2.08100 -2.40069 -0.68074 1.6 -1.3 0.6
H -3.92684 1.68990 0.19418 -0.4 0.4 0.0
H -2.87463 1.98719 -1.29964 -0.8 -0.9 1.2
H -4.14238 0.73162 -1.34854 0.2 0.3 0.7
H 0.61629 1.10546 1.92688 0.3 -0.1 -0.5
H 2.42847 1.02798 1.93203 -0.4 0.0 -0.1
H 1.55977 2.26306 0.89428 0.1 -0.2 1.5
H 3.04392 0.45018 -1.55981 -1.0 0.1 -2.0
H 3.41314 1.40507 -0.30615 0.7 1.0 0.9
H 3.47477 -0.40003 -0.25315 0.0 0.6 0.8
H 1.21408 -1.21464 1.18672 -0.2 0.1 0.0
```
Positions in Å, forces in eV/Å.

Properties
Net charge: +1
HOMO-LUMO gap, eV: 9.843
HOMO level, eV: -12.7
SMILES: C[C@@H](N(C)C)[n+]1ccn(C)c1
E_LUMO, eV: -2.8
Largest force on an atom, eV Å⁻¹: 3.1
ΔE to the lowest compared entry with this formula, charge and spin, kcal per mole: 19.3